C5H13N3O2 | ωB97M-V/def2-TZVPD

The geometry in XYZ format:
```
23
Properties=species:S:1:pos:R:3:forces:R:3:nbo_charge:R:1
O -2.167 -2.515 -1.590 -0.03 0.08 -0.27 -0.7264
O 1.741 2.931 -1.957 1.92 -1.23 1.06 -0.9608
N -0.790 -0.527 1.964 -0.11 0.03 0.10 -0.8409
N -0.096 1.854 0.274 -0.40 0.22 -0.69 -0.8481
N 2.747 1.234 2.168 -2.23 -0.35 -0.46 -0.3153
C -0.796 -0.923 -0.471 -0.06 0.05 -0.09 -0.4283
C 0.810 0.740 0.496 -0.11 -0.27 0.50 -0.1567
C -1.376 -2.325 -0.428 0.10 -0.18 0.47 -0.0550
C 1.741 1.027 1.612 2.64 0.30 0.05 0.2638
C 0.033 -0.580 0.771 0.07 0.07 -0.12 -0.0353
H -0.161 -0.839 -1.366 -0.14 0.00 0.16 0.2019
H 1.468 0.521 -0.367 -0.19 0.36 0.20 0.2138
H 2.591 2.415 -1.694 -2.28 1.42 -1.09 0.4857
H 0.122 2.722 0.751 0.31 -0.39 0.10 0.3822
H -0.096 2.086 -0.719 -0.04 -0.04 0.35 0.3922
H 1.619 2.874 -2.909 0.38 -0.19 -0.04 0.4797
H -1.414 0.276 1.931 0.10 -0.07 -0.10 0.3701
H -0.561 -3.067 -0.391 -0.13 0.18 0.01 0.1507
H -0.225 -0.438 2.804 -0.04 -0.04 -0.12 0.3644
H -1.617 -0.201 -0.589 0.20 -0.13 0.08 0.2229
H -1.987 -2.448 0.480 0.18 0.05 -0.18 0.1773
H -2.374 -3.448 -1.683 -0.03 0.01 0.06 0.4698
H 0.787 -1.369 0.913 -0.12 0.13 0.01 0.1923
```
Positions in Å, forces in eV/Å.

Properties
**HOMO**: -9.34 eV
**Multiplicity**: 1
**Structure (SMILES)**: N#C[C@H](N)[C@@H](N)CCO.O

---

C5H13N3O2 | ωB97M-V/def2-TZVPD

The geometry in XYZ format:
```
23
Properties=species:S:1:pos:R:3:forces:R:3:nbo_charge:R:1
O -1.051 1.004 0.690 -0.18 -0.29 0.24 -0.7413
O -0.868 0.191 -1.487 -0.17 -0.12 -0.09 -0.5493
N 0.012 2.187 -0.917 -0.02 0.10 0.04 -0.8289
N -0.574 -1.402 1.394 0.50 0.18 -0.42 -0.8678
N 0.498 -2.527 -0.499 0.30 0.49 0.28 -0.7352
C 1.501 0.059 0.085 -0.62 0.91 -0.27 -0.6060
C 1.817 0.789 1.374 0.11 0.03 -0.11 -0.6386
C -2.199 -0.328 -1.380 0.24 0.20 0.04 -0.2545
C -0.398 0.950 -0.457 1.03 -0.84 0.32 0.8577
C 0.124 -1.784 0.414 -1.11 -1.13 0.05 0.6983
H -2.408 -0.776 -2.348 0.00 0.02 0.03 0.1976
H -2.266 -1.086 -0.599 -0.05 0.01 0.02 0.1792
H -0.977 0.079 1.153 -0.02 0.60 -0.34 0.5118
H -0.699 -2.051 2.161 0.25 -0.03 -0.06 0.4093
H 1.499 1.835 1.370 0.00 -0.04 0.00 0.1849
H -2.906 0.477 -1.176 -0.01 -0.07 0.01 0.1909
H 2.889 0.781 1.594 -0.03 0.01 0.04 0.2046
H -0.176 -3.235 -0.775 -0.02 0.13 0.07 0.3915
H 1.306 0.310 2.214 0.00 0.01 0.01 0.2060
H 2.022 -0.897 0.073 -0.27 -0.24 0.11 0.2179
H 1.879 0.534 -0.819 0.09 0.16 0.01 0.1953
H 0.524 2.729 -0.239 0.00 -0.01 0.00 0.3872
H 0.449 2.163 -1.826 -0.02 -0.06 0.06 0.3895
```
Positions in Å, forces in eV/Å.

Properties
**HOMO**: -7.70 eV
**Multiplicity**: 1

---

C5H13N4 | ωB97M-V/def2-TZVPD

The geometry in XYZ format:
```
22
Properties=species:S:1:pos:R:3:forces:R:3:nbo_charge:R:1
N 2.005 0.286 -1.226 0.82 1.56 -0.43 -0.8843
N 0.797 -1.395 -0.284 -1.65 2.44 0.91 -0.5530
N -1.286 -0.406 -0.322 1.61 1.43 0.58 -0.3553
N -0.952 1.462 1.006 -1.34 -1.47 3.90 -0.8206
C -2.686 -0.388 -0.563 -2.39 -0.84 0.07 -0.4305
C 2.058 0.285 1.195 -2.32 0.04 -0.43 -0.6697
C -0.586 0.858 -0.087 4.39 -3.29 -3.38 0.1318
C -0.527 -1.455 -0.339 0.11 -0.32 -0.93 0.4039
C 1.292 -0.014 -0.068 -1.71 0.21 -1.03 0.2799
H 2.477 1.220 -1.261 -0.59 -1.82 -0.45 0.4101
H 2.051 -0.525 1.870 -0.08 -0.99 0.92 0.2286
H -0.844 2.430 1.046 0.17 1.42 0.79 0.4169
H -3.308 -0.657 0.323 0.64 0.62 -0.31 0.2326
H -3.098 0.541 -1.029 0.88 -0.70 0.49 0.2519
H 1.303 -2.181 0.003 0.88 -1.39 0.31 0.4237
H -2.850 -1.217 -1.227 -0.51 -0.19 -0.66 0.2206
H -0.865 0.802 1.838 -0.27 2.23 -1.02 0.4014
H 1.535 1.105 1.633 -0.35 0.71 0.90 0.2245
H -1.000 -2.373 -0.563 -0.34 -1.13 0.12 0.2198
H 1.994 -0.396 -1.976 0.17 0.88 0.01 0.4100
H 3.035 0.600 1.053 1.88 0.39 -0.67 0.2423
H -0.544 1.419 -1.024 0.02 0.20 0.32 0.2156
```
Positions in Å, forces in eV/Å.

Properties
**Total charge**: +1
**HOMO**: -11.44 eV
**Multiplicity**: 1

---

C5H13N4 | ωB97M-V/def2-TZVPD

The geometry in XYZ format:
```
22
Properties=species:S:1:pos:R:3:forces:R:3:nbo_charge:R:1
N -0.152 -0.010 0.582 -0.19 1.90 -2.22 -0.4058
N 0.063 -1.871 -0.785 0.19 -0.58 -0.89 -0.4134
N -0.787 1.059 -1.832 -0.03 -0.05 -0.25 -0.7161
N 1.846 -1.507 -2.394 0.34 0.44 -0.09 -0.8064
C -0.093 -1.299 0.339 -0.05 -1.29 0.37 0.1975
C -0.878 0.279 2.881 0.08 -0.09 -0.15 -0.6009
C 0.139 0.666 1.799 0.29 0.16 0.67 -0.2519
C 0.556 -1.082 -1.945 -0.74 -0.58 0.19 -0.0358
C 0.495 0.364 -1.691 -0.01 -0.48 1.59 0.1116
H 1.869 -2.512 -2.517 -0.04 0.00 0.00 0.3968
H 1.381 0.964 -1.592 -0.03 0.36 -0.17 0.2378
H 2.589 -1.247 -1.754 -0.11 -0.11 0.05 0.3700
H -0.719 0.897 3.757 0.01 0.04 0.11 0.2407
H -0.292 -2.003 1.149 0.06 0.11 0.31 0.2296
H -0.752 -0.765 3.160 -0.05 -0.02 0.08 0.2158
H 0.052 1.739 1.599 0.10 -0.14 0.10 0.2037
H -1.455 0.629 -1.166 0.20 0.22 -0.01 0.4755
H -1.895 0.426 2.522 -0.03 0.02 0.02 0.2162
H -0.175 -1.362 -2.729 0.15 0.26 0.09 0.2257
H 1.156 0.453 2.150 -0.07 0.05 0.01 0.2051
H -1.163 0.986 -2.791 0.08 0.10 0.25 0.4484
H -0.683 2.052 -1.587 -0.16 -0.32 -0.06 0.4558
```
Positions in Å, forces in eV/Å.

Properties
**Total charge**: +1
**HOMO (spin up / spin down)**: -12.98 / -12.69 eV
**Multiplicity**: 1

---

C5H13N4O3 | ωB97M-V/def2-TZVPD

The geometry in XYZ format:
```
25
Properties=species:S:1:pos:R:3:forces:R:3:nbo_charge:R:1
O 1.023 -0.127 2.371 2.35 -0.83 0.95 -0.6324
O 1.094 0.011 -0.601 -0.21 -1.99 0.03 -0.5508
O -0.728 -2.663 0.191 0.74 -1.49 1.17 -0.6816
N -1.996 1.678 -1.030 0.75 -0.33 -2.00 -0.7493
N 2.807 -0.082 1.015 0.13 -0.41 -0.50 -0.6195
N -2.028 -1.396 -1.096 1.27 -2.37 1.26 -0.8223
N -1.013 0.752 0.852 -1.43 0.67 2.66 -0.7039
C 2.229 -0.387 2.217 -1.21 1.46 -1.11 0.5657
C -1.906 -2.493 -0.388 0.01 3.41 -0.96 0.4529
C 0.154 0.770 -1.248 1.23 2.92 -0.82 -0.1136
C 2.163 0.664 0.036 -2.49 3.44 1.00 0.0784
C -1.049 1.019 -0.388 0.35 0.32 -2.07 0.5726
H -2.835 2.005 -0.724 -2.47 0.83 2.35 0.4093
H 3.026 -0.674 2.932 -1.07 -0.48 0.28 0.1765
H -1.733 1.081 1.505 0.05 -0.24 -0.76 0.4181
H -2.654 -3.240 0.003 0.73 0.72 -0.92 0.1926
H 0.620 1.883 -1.457 -1.21 -2.41 0.36 0.2067
H -2.141 1.623 -2.034 1.24 -0.28 0.09 0.4193
H 1.818 1.667 0.467 -0.38 -1.38 0.34 0.1701
H 2.742 1.131 -0.694 2.11 -0.38 -1.44 0.2022
H -0.260 0.309 1.376 0.92 -0.22 -0.48 0.4684
H -2.822 -1.218 -1.655 -1.50 -0.47 -0.19 0.3622
H -0.152 0.372 -2.234 0.29 -0.09 0.64 0.2459
H 0.056 -2.122 -0.049 -1.27 0.18 -0.49 0.5157
H 3.584 -0.564 0.632 1.06 -0.61 0.59 0.4166
```
Positions in Å, forces in eV/Å.

Properties
**Total charge**: +1
**HOMO**: -13.27 eV
**Multiplicity**: 1

---

C5H13NO | ωB97M-V/def2-TZVPD

The geometry in XYZ format:
```
20
Properties=species:S:1:pos:R:3:forces:R:3:nbo_charge:R:1
O -2.223 -2.656 -1.519 0.23 1.21 -0.05 -0.9472
N -1.279 1.695 0.877 -0.68 -0.15 0.11 -0.8161
C -0.397 -0.054 -0.605 0.84 -1.63 1.17 -0.4299
C 1.500 -0.049 1.144 1.22 -0.53 -0.18 -0.4370
C 2.885 -0.245 1.354 0.03 0.19 -0.02 -0.7350
C 1.104 0.072 -0.300 -0.07 1.38 0.42 -0.4300
C -1.250 1.182 -0.500 0.69 0.69 -0.06 -0.2254
H 1.745 -0.581 -0.931 -0.34 -0.46 -0.09 0.1307
H 1.411 1.080 -0.663 -0.04 -0.20 0.08 0.1648
H -0.468 -0.630 -1.537 -0.44 0.58 -0.26 0.1731
H -1.883 2.514 0.958 0.17 -0.06 -0.29 0.3298
H -2.241 0.950 -0.916 -0.04 0.34 -0.12 0.1424
H -2.153 -1.676 -1.552 -0.57 -0.69 -0.10 0.4719
H -0.735 1.988 -1.034 -0.45 -0.11 -0.56 0.1816
H -0.739 -0.746 0.191 -0.24 -0.03 -0.28 0.1856
H 3.548 -0.482 0.515 0.06 0.31 0.08 0.1224
H -1.328 -2.801 -1.204 0.27 -0.63 0.17 0.4695
H -1.728 1.005 1.464 0.17 -0.23 0.29 0.3368
H 0.889 -0.480 1.934 -0.85 0.28 -0.30 0.1558
H 3.343 -0.086 2.326 0.06 -0.28 -0.03 0.1564
```
Positions in Å, forces in eV/Å.

Properties
**Total charge**: -1
**HOMO (spin up / spin down)**: 1.02 / -2.43 eV
**Multiplicity**: 2

---

C5H13NO | ωB97M-V/def2-TZVPD

The geometry in XYZ format:
```
20
Properties=species:S:1:pos:R:3:forces:R:3:nbo_charge:R:1
O -0.423 1.771 -1.038 -0.30 -0.66 3.49 -0.6266
N -2.100 1.896 0.495 4.11 0.66 -7.64 -0.8339
C -0.746 1.562 0.167 -1.57 0.50 -3.05 0.6717
C 0.243 0.868 1.154 0.64 5.13 1.28 -0.5043
C 1.280 -2.468 -2.351 1.64 -0.06 -1.87 -0.6249
C 0.217 1.423 2.676 -1.34 1.93 -3.28 -0.6048
C 0.193 -1.994 -1.553 -4.10 2.11 2.80 -0.6069
H -0.590 2.195 2.731 0.21 -1.04 0.58 0.2038
H 0.130 -0.163 1.105 0.28 -1.79 -0.35 0.2364
H -2.639 2.297 -0.345 1.20 -0.96 2.27 0.4184
H 0.239 0.689 3.396 -0.62 -1.67 1.64 0.2115
H -0.713 -1.668 -2.111 0.38 -0.61 0.17 0.2104
H 1.085 2.020 2.837 0.88 0.30 -0.02 0.2083
H 1.283 -2.268 -3.427 -0.33 0.02 0.18 0.2072
H 1.214 1.380 0.862 -0.92 -1.85 -0.55 0.2490
H -0.096 -2.844 -0.878 -0.20 1.16 -0.22 0.1978
H -2.438 1.805 1.331 -2.56 -0.54 5.68 0.3711
H 1.393 -3.508 -2.181 0.43 -1.05 -0.24 0.2023
H 0.355 -1.028 -0.911 0.24 -1.91 -1.11 0.2040
H 2.111 -1.968 -1.958 1.96 0.33 0.23 0.2094
```
Positions in Å, forces in eV/Å.

Properties
**HOMO**: -9.80 eV
**Multiplicity**: 1
**Structure (SMILES)**: CCC(N)=O.CC

---

C5H13NO | ωB97M-V/def2-TZVPD

The geometry in XYZ format:
```
20
Properties=species:S:1:pos:R:3:forces:R:3:nbo_charge:R:1
O 1.906 0.216 -0.738 -0.53 0.30 0.13 -0.6264
N 2.404 -0.901 1.118 -0.14 0.71 -0.23 -0.8384
C 1.528 -0.559 0.123 0.90 -0.81 -0.47 0.6826
C -1.734 2.517 -1.460 0.06 0.04 -0.22 -0.6117
C 0.194 -1.259 0.062 -0.20 0.56 0.77 -0.5254
C -0.892 1.890 -0.347 -1.10 -0.09 0.41 -0.6126
C 0.035 -2.525 0.891 -1.28 -1.19 0.09 -0.6258
H -0.537 -0.570 0.477 0.20 0.18 0.28 0.2425
H -1.126 3.221 -2.021 -0.21 0.03 -0.32 0.2087
H 2.324 -1.678 1.741 -0.11 0.04 0.10 0.3968
H -2.607 3.040 -1.080 0.08 0.32 0.27 0.1997
H -1.003 0.811 -0.366 0.08 0.25 -0.14 0.1904
H -2.189 1.780 -2.123 0.47 -0.07 -0.22 0.2009
H -1.331 2.214 0.595 0.24 -0.02 0.32 0.1954
H 3.254 -0.361 1.048 0.09 -0.38 0.28 0.4061
H -0.654 -2.386 1.731 0.46 0.47 0.23 0.2144
H -0.542 -3.305 0.382 0.42 0.07 -0.51 0.2264
H 0.916 -3.028 1.281 0.22 0.21 -0.24 0.2029
H 0.162 2.127 -0.335 0.12 0.10 -0.29 0.2276
H -0.110 -1.243 -0.979 0.24 -0.75 -0.23 0.2458
```
Positions in Å, forces in eV/Å.

Properties
**HOMO**: -9.75 eV
**Multiplicity**: 1
**Structure (SMILES)**: CCC(N)=O.CC

---

C5H13NO | ωB97M-V/def2-TZVPD

The geometry in XYZ format:
```
20
Properties=species:S:1:pos:R:3:forces:R:3:nbo_charge:R:1
O 3.544 2.439 0.880 0.17 0.48 -0.03 -0.9342
N 0.387 1.405 0.606 -0.43 0.44 -0.29 -0.8566
C -2.748 -1.534 -2.025 -0.57 -0.76 0.19 -0.6355
C -2.153 -1.621 -0.653 -0.06 0.59 0.35 -0.1913
C -1.220 -0.771 -0.213 -0.05 -0.02 -0.76 -0.1884
C 1.015 0.095 0.649 -0.13 -0.05 0.63 -0.2090
C -0.029 -1.041 0.659 -0.71 -0.37 0.93 -0.4572
H -3.841 -1.547 -2.032 0.00 0.30 -0.08 0.2047
H 1.547 0.034 1.599 0.33 -0.17 -0.16 0.1896
H 1.749 -0.044 -0.143 -0.08 0.11 -0.13 0.1863
H 0.634 1.988 -0.180 0.15 -0.24 -0.03 0.3659
H 3.371 3.291 1.307 -0.06 -0.29 -0.03 0.4672
H -2.467 -2.484 -2.494 -0.04 -0.01 -0.12 0.2136
H -2.539 -2.433 -0.039 0.68 -0.52 -0.20 0.1841
H -1.252 0.214 -0.674 0.60 -0.18 -0.45 0.2004
H 4.261 2.651 0.269 -0.08 -0.18 0.05 0.4686
H 0.368 -2.017 0.377 0.46 0.19 -0.40 0.2136
H -0.293 -1.265 1.698 -0.31 0.45 0.17 0.2036
H 0.495 1.964 1.436 0.18 -0.20 0.12 0.3623
H -2.332 -0.779 -2.682 -0.05 0.45 0.24 0.2122
```
Positions in Å, forces in eV/Å.

Properties
**HOMO**: -8.13 eV
**Multiplicity**: 1
**Structure (SMILES)**: C/C=C/CCN.O

---

C5H13NO | ωB97M-V/def2-TZVPD

The geometry in XYZ format:
```
20
Properties=species:S:1:pos:R:3:forces:R:3:nbo_charge:R:1
O -3.390 1.838 0.969 -0.01 0.12 -0.34 -0.6110
N -2.041 0.862 -0.542 0.81 -0.56 -1.41 -0.8303
C 2.054 0.370 -1.120 0.10 1.06 -0.16 -0.6171
C 1.883 -1.145 -0.906 0.17 1.85 -0.48 -0.4060
C -2.370 1.222 0.720 -0.70 0.26 0.71 0.6654
C -1.469 0.815 1.866 -0.24 -0.29 0.79 -0.7173
C 0.713 -1.535 -0.010 1.58 -2.29 1.84 -0.6482
H -1.663 -0.232 2.161 0.27 0.23 -0.49 0.2327
H -1.778 1.373 2.773 0.26 0.00 -0.80 0.2473
H -0.186 -1.788 -0.504 -1.07 0.29 -0.82 0.2077
H 1.147 0.984 -1.096 -0.39 -0.57 -0.27 0.1970
H 1.737 -1.511 -1.933 -0.27 -0.38 0.49 0.2057
H 2.871 -1.532 -0.612 -0.56 -0.13 0.32 0.2075
H 2.506 0.530 -2.094 0.05 0.15 -0.22 0.2057
H -2.521 1.141 -1.380 -0.84 0.51 0.59 0.4010
H 2.672 0.969 -0.442 0.28 -0.77 0.40 0.2083
H 1.037 -2.532 0.354 -0.39 0.04 -0.08 0.2196
H -1.269 0.292 -0.842 0.44 -0.10 0.98 0.3918
H 0.479 -1.088 0.982 0.51 0.69 -1.05 0.2199
H -0.411 0.968 1.658 -0.01 -0.11 0.02 0.2205
```
Positions in Å, forces in eV/Å.

Properties
**HOMO**: -9.68 eV
**Multiplicity**: 1
**Structure (SMILES)**: CC(N)=O.CCC

---

C5H13NO | ωB97M-V/def2-TZVPD

The geometry in XYZ format:
```
20
Properties=species:S:1:pos:R:3:forces:R:3:nbo_charge:R:1
O 1.767 -0.088 4.924 0.42 0.35 -0.04 -0.9453
N -2.582 0.296 -1.048 1.94 -0.45 -0.01 -0.8333
C 2.164 -0.301 -1.962 -1.00 0.89 2.05 -0.6248
C -1.311 0.152 -0.470 -0.78 -1.07 1.08 0.2064
C -0.296 -0.643 -1.227 0.49 -0.74 -1.67 -0.4640
C 0.709 0.194 -2.026 0.75 1.24 0.50 -0.3873
C -1.130 0.487 0.819 -0.54 0.56 -0.64 -0.5295
H 0.722 1.198 -1.570 -0.11 -0.12 -0.32 0.2008
H 0.529 0.343 -3.100 -0.71 -0.24 0.32 0.1935
H 1.308 -0.723 5.474 -0.26 -0.11 -0.22 0.4724
H -1.869 1.154 1.267 0.24 -0.33 0.21 0.1897
H 0.306 -1.292 -0.584 -0.30 0.26 0.40 0.2206
H -2.565 0.496 -2.033 -0.83 0.27 0.13 0.3865
H 1.343 -0.039 4.061 -0.16 -0.24 0.26 0.4733
H 2.587 -0.105 -0.959 -0.36 -0.02 -0.06 0.1969
H -0.300 0.141 1.400 0.37 0.05 0.09 0.1951
H -3.282 0.544 -0.380 -0.53 0.55 -0.56 0.3936
H 2.142 -1.395 -1.986 0.86 0.20 -1.32 0.2147
H 2.667 0.457 -2.563 0.83 -1.31 -0.82 0.2264
H -0.736 -1.340 -1.970 -0.32 0.26 0.63 0.2142
```
Positions in Å, forces in eV/Å.

Properties
**HOMO**: -8.25 eV
**Multiplicity**: 1
**Structure (SMILES)**: C=C(N)CCC.O

---

C5H13NO | ωB97M-V/def2-TZVPD

The geometry in XYZ format:
```
20
Properties=species:S:1:pos:R:3:forces:R:3:nbo_charge:R:1
O 2.792 -1.457 -2.914 -1.12 0.30 2.46 -0.9489
N -0.310 0.439 -1.033 0.18 -2.68 -3.88 -0.4018
C -0.657 -0.487 1.234 0.95 2.84 -0.99 -0.3938
C 0.407 0.045 0.164 -0.68 -3.77 0.05 -0.2424
C -0.686 1.555 2.884 -0.98 0.41 1.64 -0.6323
C -1.396 0.810 1.804 -1.21 -3.19 -0.92 -0.4254
C -0.691 -0.571 -1.804 -0.13 2.45 0.10 -0.0875
H 1.161 -0.833 -0.127 -1.53 1.60 0.74 0.1673
H -0.931 -1.586 -1.443 0.90 0.09 0.19 0.1507
H 2.660 -1.351 -3.840 -0.54 0.30 -0.95 0.4714
H -2.432 0.525 2.050 0.41 -0.44 1.06 0.2080
H 1.054 0.830 0.481 0.05 0.83 0.55 0.2066
H -0.055 -1.018 1.940 -0.16 -0.38 0.98 0.2061
H -1.767 1.400 0.975 1.14 0.67 -0.62 0.2148
H 1.981 -1.129 -2.408 1.63 -0.55 -1.49 0.4779
H -0.899 -0.488 -2.951 -0.08 0.62 2.30 0.1812
H -0.732 2.569 2.489 -0.27 0.59 1.34 0.2236
H 0.363 1.401 2.993 0.98 -0.69 -0.40 0.2087
H -1.082 1.313 3.972 0.40 1.07 -2.29 0.2151
H -1.347 -1.152 0.717 0.06 -0.06 0.11 0.2008
```
Positions in Å, forces in eV/Å.

Properties
**HOMO**: -9.45 eV
**Multiplicity**: 1
**Structure (SMILES)**: C=NCCCC.O

---

Molar mass
In order: 147.18; 147.18; 129.19; 129.19; 177.18; 103.16; 103.16; 103.16; 103.16; 103.16; 103.16; 103.16
Unit: g/mol
Energy above the lowest of the compared OMol25 structures with the same formula, charge and spin
In order: 38.0; 107.4; 42.5; 93.0; 8.7; 58.1; 48.9; 17.2; 49.4; 18.3; 44.4; 75.1
Unit: kcal per mole